Computed, not measured: a 2-piece molecular cluster, C3H6FNO4 overall at a distorted geometry, with ωB97M-V with the def2-TZVPD basis set.

```
15
Properties=species:S:1:pos:R:3:forces:R:3
F -0.49907 -0.34534 -1.62620 -0.07 -0.38 0.31
O 0.10014 -2.30046 0.18440 -0.19 -0.21 -0.14
O -2.61012 0.38746 -0.41589 -0.29 0.02 -0.19
O 1.88836 -0.84780 -0.03590 0.29 0.13 -0.20
O -1.70086 0.09772 1.51876 0.02 -0.01 0.35
N -1.67750 0.12369 0.30356 -0.52 -0.14 0.15
C -0.39703 -0.10380 -0.31152 2.12 3.86 -0.81
C 0.58862 -1.00963 0.41261 -0.48 0.06 0.39
C 0.27280 2.06860 -0.31973 -0.97 -3.77 0.45
H -0.34921 2.40405 -1.12652 -0.15 0.10 -0.23
H 1.32104 1.92670 -0.50362 0.24 0.09 -0.09
H 0.55538 -2.94011 0.74050 0.10 0.09 0.09
H 1.93070 -1.06443 -0.97761 -0.09 -0.03 0.06
H 0.58738 -0.74873 1.47913 0.01 -0.03 -0.32
H -0.01065 2.35208 0.67802 -0.02 0.21 0.17
```
Forces are in eV/Å.

## Properties
* LUMO level: -0.028 Ha
* ΔE to the lowest compared entry with this formula, charge and spin: 182.9 kJ/mol

Computed, not measured: a 2-piece molecular cluster, CH3N2O4 overall at a distorted geometry, with ωB97M-V with the def2-TZVPD basis set.

```
10
Properties=species:S:1:pos:R:3:forces:R:3
O 2.86821 1.17501 -0.50055 -0.31 -0.57 1.79
O 1.50444 2.28934 -1.68208 -1.30 1.21 -0.96
O -2.65249 -2.45657 0.35761 -0.27 0.64 0.91
O 0.54292 0.14321 0.77526 0.56 -1.12 1.17
N 0.62729 1.00103 -0.16879 -2.38 0.91 -2.14
N 1.69361 1.50718 -0.73720 1.54 -0.85 -1.29
C -1.76983 -1.75699 0.81848 0.43 -1.51 -1.71
H -0.19557 1.06144 -0.87081 1.86 0.43 1.44
H -1.76660 -1.27208 1.79073 -0.34 0.27 0.35
H -0.85198 -1.69157 0.21735 0.21 0.58 0.44
```
Forces are in eV/Å.

## Properties
* charge: -1
* LUMO level (alpha / beta): 0.136 / 0.136 Ha
* ΔE to the lowest compared entry with this formula, charge and spin: 368.7 kJ/mol

Computed, not measured: an isolated ion of composition C7H12N3O2 and charge +1 at a distorted geometry, with ωB97M-V with the def2-TZVPD basis set.

```
24
Properties=species:S:1:pos:R:3:forces:R:3
O -0.58012 -0.77440 0.93135 -0.04 0.90 1.43
O -2.29747 -1.70001 -0.12278 -0.73 0.82 0.22
N 1.35032 -1.94288 0.67088 0.95 0.55 -1.96
N -1.80916 -0.54614 0.45463 0.82 -0.21 -0.06
N 2.72753 0.25862 0.40613 -4.32 -0.57 -0.81
C -1.77420 1.82115 0.02301 -0.19 4.75 1.02
C 0.59974 -0.89639 0.09752 -0.06 0.95 -1.00
C 0.80434 1.67534 0.13169 2.75 0.01 -0.41
C -2.37298 0.67285 0.28091 -1.67 -3.76 -1.91
C 0.27379 -0.88056 -1.42318 0.53 -1.53 0.43
C 1.37630 0.36884 0.21010 1.86 1.56 1.59
C -0.40678 2.27000 0.08217 -0.77 0.76 -0.86
H -3.45396 0.46778 0.03666 1.10 0.80 0.52
H 0.19185 -1.97880 -1.70599 -0.42 1.58 -0.21
H 1.14959 -0.42308 -1.94388 -0.90 -0.47 0.10
H -2.53156 2.69417 -0.03021 1.42 -1.53 -0.12
H 1.19886 -2.81551 0.25731 -0.32 -1.48 -0.89
H 3.29417 1.05274 0.56056 0.69 0.61 0.07
H -0.20802 3.37319 -0.08681 -1.05 -1.32 0.33
H -0.63640 -0.24114 -1.53715 0.79 -0.85 -0.37
H -2.68658 -2.12012 0.64853 -0.34 -0.84 0.03
H 2.99237 -0.70816 0.46015 0.81 -0.32 0.24
H 1.16617 -2.03221 1.61953 -0.29 0.03 2.18
H 1.63219 2.40472 -0.02114 -0.64 -0.44 0.41
```
Forces are in eV/Å.

## Properties
* charge: +1
* LUMO level (alpha / beta): -0.176 / -0.176 Ha
* ΔE to the lowest compared entry with this formula, charge and spin: 425.1 kJ/mol

Computed, not measured: a 10-piece molecular cluster, H20O10 overall, with ωB97M-V with the def2-TZVPD basis set.

```
30
Properties=species:S:1:pos:R:3:forces:R:3
O 1.19250 2.20616 -2.63412 0.11 -0.06 -0.02
O 0.95031 -2.15967 -3.56810 0.15 0.30 0.06
O 2.55604 -2.12859 0.94018 -0.18 0.24 0.17
O -1.43855 -0.22119 2.85845 0.26 -0.20 0.01
O -0.52001 2.35375 0.00905 0.15 0.18 -0.14
O -2.85953 1.50615 -1.56876 0.12 0.21 0.19
O -0.03600 -2.65406 3.09872 -0.07 -0.20 0.08
O -0.05026 2.25676 3.18085 0.07 0.02 -0.72
O -0.45684 -0.06736 -2.16721 0.11 -0.58 -0.43
O 0.34801 -0.48789 0.43372 0.07 0.10 -0.04
H -2.63268 1.29228 -2.47495 -0.12 -0.03 -0.04
H -0.74280 3.24699 -0.28430 -0.01 -0.11 0.04
H -0.30288 -0.95800 -2.52312 -0.52 0.14 0.19
H -2.01393 1.50795 -1.09093 -0.28 -0.06 -0.01
H 1.72649 -2.48473 -4.03726 -0.12 -0.12 0.01
H -0.73095 0.45458 -2.93029 0.26 0.06 0.05
H 2.11990 1.95613 -2.70527 -0.06 0.09 0.00
H -0.66379 -3.35700 3.30382 0.07 0.08 -0.01
H 0.86376 2.17741 2.88276 -0.03 -0.09 0.24
H -0.05732 2.48238 0.84847 -0.19 0.00 0.03
H -0.52401 1.51277 2.76018 0.07 0.03 0.60
H -2.17105 -0.35735 3.46691 -0.04 0.18 -0.08
H 0.34885 -2.90063 2.24986 0.06 0.17 0.05
H 1.89219 -1.40858 0.93129 0.16 -0.37 -0.13
H -0.80203 -0.92991 3.08482 -0.23 0.06 -0.19
H 1.22415 -1.29062 -3.24536 0.30 -0.12 -0.16
H 0.86139 1.70932 -1.87338 0.01 0.18 0.03
H -0.42718 -0.07813 0.83963 -0.04 -0.16 0.02
H 2.06305 -2.92438 0.72267 0.06 0.04 -0.16
H 0.28317 -0.25456 -0.50832 -0.16 0.03 0.37
```
Forces are in eV/Å.

## Properties
* LUMO level: 0.004 Ha
* ΔE to the lowest compared entry with this formula, charge and spin: 239.8 kJ/mol

Computed, not measured: a 3-piece molecular cluster, C23H54N2O4P2Si overall at a distorted geometry, with ωB97M-V with the def2-TZVPD basis set.

```
86
Properties=species:S:1:pos:R:3:forces:R:3
P -1.04926 0.95786 -0.06993 -1.02 -0.74 0.12
P 1.08412 1.33166 0.61446 0.32 1.06 0.18
Si -3.57526 4.33679 1.00892 -0.55 0.41 0.63
O 1.19768 2.80932 0.82433 -0.15 0.37 -0.04
O -3.23961 -2.31484 0.01103 0.22 0.17 -0.52
O -4.05401 2.84642 0.40771 0.71 0.49 0.01
O 5.54691 1.02729 1.63417 0.26 0.32 0.31
N -3.69093 -3.34124 -0.62652 -0.16 0.28 1.62
N 6.44581 1.42156 0.79748 -1.18 -1.04 -0.18
C 5.09811 1.37421 -1.27694 -0.02 -0.45 -0.10
C -5.26168 -5.07533 1.13198 0.07 0.00 -0.12
C 6.00697 0.29146 -1.86036 0.08 0.06 0.10
C -3.31078 5.61606 -0.33506 0.41 -0.77 -0.12
C 7.55652 -0.66969 1.54368 -0.32 -0.03 0.32
C 8.72746 0.80438 -0.01466 -0.02 0.21 -0.03
C -3.04768 -4.59786 -0.13738 0.46 -1.02 -0.68
C -2.86298 0.93190 -0.55875 0.45 0.49 -0.26
C -5.77063 -3.71034 0.67150 0.16 -0.17 0.39
C 6.64983 -0.52478 -0.73887 -0.45 0.01 -0.27
C -5.18834 -3.30506 -0.67990 -0.83 -0.23 -0.93
C 5.82972 2.26300 -0.27600 0.36 1.13 -0.59
C -3.41675 2.33838 -0.75708 -0.46 -0.65 0.04
C -2.03586 4.30738 2.07751 -0.33 -0.28 -0.33
C 6.86099 3.10895 -1.04722 0.21 -0.11 0.04
C -5.63640 -1.89847 -1.05602 0.18 0.31 0.17
C 7.31894 0.28622 0.38020 1.27 -0.03 -0.19
C -5.77609 -4.22938 -1.76271 0.17 -0.13 -0.04
C -3.73430 -5.09551 1.14260 -0.38 0.17 0.32
C -5.01210 4.90828 2.08911 0.27 -0.51 -0.59
C -1.58328 -4.35354 0.20952 0.12 0.43 0.13
C -3.02665 -5.66656 -1.26235 -0.14 0.08 -0.15
C 4.87691 3.26795 0.35993 -0.27 -0.12 0.31
H -2.36360 5.41493 -0.82685 0.26 -0.02 -0.20
H 9.40988 0.72194 0.83110 -0.03 -0.12 0.04
H 5.41682 -0.37423 -2.49350 0.03 -0.02 -0.01
H -3.40850 -4.45905 1.97105 0.05 0.08 -0.08
H -4.68864 5.17984 3.08159 0.07 0.23 0.32
H -6.71912 -1.88279 -1.17050 -0.05 -0.09 -0.02
H -5.35440 -4.00389 -2.74324 0.03 0.00 0.00
H 1.35557 0.68148 1.84660 0.18 -0.57 -0.29
H 7.54702 2.52797 -1.65851 -0.02 -0.02 0.03
H -2.06989 -5.64629 -1.78384 0.08 0.00 0.11
H -6.85222 -4.06750 -1.81878 -0.01 0.13 0.04
H -5.63997 -5.28872 -1.56336 0.02 0.02 0.03
H -1.05345 -3.88023 -0.61796 -0.03 -0.01 -0.03
H 8.75333 1.85185 -0.28984 -0.09 -0.03 -0.08
H 7.44447 3.73092 -0.36708 0.01 -0.01 0.02
H -1.46274 -3.73021 1.09387 -0.05 0.05 -0.06
H -5.37328 -1.16511 -0.29634 0.07 -0.04 -0.02
H 7.37873 -1.22620 -1.14820 0.07 0.01 0.04
H -3.16804 -6.67127 -0.86026 0.03 0.04 0.04
H -1.26785 3.60581 1.78272 0.29 -0.15 -0.19
H 6.33172 3.77147 -1.73153 -0.12 0.02 0.07
H -3.45811 0.38820 0.16111 -0.11 -0.20 0.28
H -5.62869 -5.27658 2.13983 0.01 -0.03 0.01
H 4.69083 1.99806 -2.07463 0.01 0.08 0.02
H 4.24439 0.89763 -0.78735 0.06 0.01 0.12
H -5.50562 5.73978 1.60548 -0.16 0.37 0.02
H 4.02467 2.80036 0.84788 0.06 -0.05 0.02
H -2.62904 2.99332 -1.13739 0.12 0.28 0.03
H -3.36872 -6.09832 1.36821 0.06 -0.02 -0.06
H 6.65942 -1.22030 1.82049 -0.02 0.09 0.01
H -1.40702 1.29355 1.26941 0.28 0.11 0.03
H 5.39899 3.87996 1.09728 0.02 -0.04 0.02
H -0.83183 -0.41946 -0.35080 -0.02 0.05 0.07
H -5.65583 -5.87751 0.50259 0.00 0.05 -0.06
H 4.47902 3.93379 -0.40436 0.06 -0.02 -0.12
H 9.14735 0.22874 -0.84182 -0.04 -0.03 0.04
H -3.20205 6.59270 0.11217 -0.16 0.37 0.20
H -2.94851 0.41115 -1.50668 0.08 -0.27 -0.28
H -1.58593 5.29140 2.05209 0.14 0.33 0.05
H 6.77101 0.72548 -2.51055 0.00 0.06 0.04
H 7.91641 -0.13887 2.42517 0.00 0.04 -0.02
H 8.31616 -1.39240 1.24593 0.07 0.02 -0.07
H -0.73644 1.89765 -1.09562 0.10 0.13 0.06
H -5.51178 -2.95879 1.42357 0.10 0.04 -0.07
H -2.30908 4.08610 3.10137 -0.06 -0.08 0.31
H -5.19005 -1.58918 -2.00268 0.02 -0.01 0.01
H -4.17049 2.27546 -1.53324 -0.23 0.20 -0.27
H -4.06921 5.62895 -1.10686 -0.33 0.10 -0.08
H 5.85984 -1.13430 -0.28904 0.01 0.06 0.11
H 2.04085 0.93321 -0.35864 0.04 -0.59 0.22
H -5.74515 4.11458 2.17171 -0.17 -0.24 0.10
H -1.11195 -5.31506 0.41044 -0.03 -0.09 -0.03
H -6.85960 -3.71642 0.60089 -0.03 0.03 -0.08
H -3.76708 -5.51007 -2.03752 -0.08 0.00 0.10
```
Forces are in eV/Å.

## Properties
* LUMO level (alpha / beta): 0.024 / 0.002 Ha
* 2S+1: 3
* ΔE to the lowest compared entry with this formula, charge and spin: 43.6 kJ/mol

Computed, not measured: a 2-piece molecular cluster, C18H25N7O4 overall at a distorted geometry, with ωB97M-V with the def2-TZVPD basis set.

```
54
Properties=species:S:1:pos:R:3:forces:R:3
O -2.74636 2.21263 2.86985 -0.20 0.09 -1.31
O 3.10832 -5.33369 -2.43194 0.25 0.50 0.26
O 5.68611 -4.78248 -0.45019 -0.29 0.39 -0.36
O 2.80169 -1.64283 1.16343 0.45 -0.12 1.08
N -1.94374 0.30485 0.88945 -0.16 0.13 0.26
N -3.68841 2.80806 -0.99483 0.11 -0.32 0.45
N 4.45314 -3.51825 -2.54793 0.63 1.39 1.00
N -2.70805 0.17037 -3.82849 0.11 0.27 1.53
N 4.82879 -3.52622 1.17873 -0.42 0.88 0.50
N -2.63991 1.48240 0.72699 -0.43 0.28 -2.22
N 1.68777 -0.62343 -0.40443 -1.02 1.06 -1.01
C -3.02620 2.41396 1.69117 -0.04 0.71 3.35
C -4.12591 3.76033 -0.07153 0.45 -0.53 1.73
C 3.98636 -4.69059 -2.99183 -1.07 -1.72 -0.17
C -3.80383 3.62343 1.28183 0.01 -0.32 -2.58
C -1.87798 -0.23200 -0.30577 -0.59 1.15 -0.31
C 4.57109 -5.20098 -4.28903 0.03 0.08 0.14
C 4.95984 -3.85183 -0.11240 0.98 -1.34 -0.10
C 2.72661 -2.75834 -0.95915 -0.23 0.08 0.18
C 2.40582 -1.63823 0.01438 1.11 -1.39 0.27
C -5.38956 4.09233 3.17227 -0.10 -0.03 0.01
C -4.96346 4.88872 -0.61564 0.13 -0.25 -0.15
C 4.24241 -2.98607 -1.18683 -0.48 -0.13 -0.38
C -2.51920 0.61565 -1.28344 0.69 -1.60 -0.91
C -2.98779 1.68147 -0.59356 -0.52 1.20 0.62
C -2.62350 0.36076 -2.68352 -0.17 -0.05 -1.19
C -4.25618 4.66461 2.31441 0.31 -0.63 0.34
C 5.47981 -4.23242 2.28168 -0.03 -0.15 -0.68
C -3.11011 5.17813 3.19912 0.13 -0.08 0.03
H 4.97850 -5.18650 2.45247 0.12 -0.04 0.08
H 4.72190 -2.00782 -1.14741 0.15 0.04 -0.17
H -5.84563 5.05423 0.00954 0.22 -0.01 -0.09
H -4.64633 5.54863 1.80638 0.05 -0.23 -0.33
H 4.09559 -6.14915 -4.53741 0.02 0.17 0.07
H 5.64042 -5.35955 -4.16193 0.11 0.05 -0.14
H 5.43111 -3.63297 3.19133 -0.10 0.05 -0.20
H -5.04512 3.23407 3.75755 0.00 0.13 -0.12
H 1.47916 0.08041 0.28442 -0.19 0.17 -0.20
H -5.31371 4.65908 -1.62568 0.07 0.06 0.08
H 4.19506 -2.76925 1.41240 -0.14 -0.05 -0.02
H -3.97310 2.87858 -1.97187 0.19 -0.10 0.56
H -5.76271 4.85276 3.86495 0.03 -0.07 -0.05
H -6.21940 3.76732 2.53718 0.01 0.01 0.11
H 2.27226 -3.67554 -0.58356 -0.02 0.02 -0.03
H 2.25022 -2.52734 -1.91125 0.15 -0.17 -0.14
H 4.38668 -4.48101 -5.08268 0.14 0.04 -0.19
H 1.36286 -0.58059 -1.35108 -0.18 0.28 -0.01
H -3.41711 6.09548 3.71070 -0.01 -0.07 -0.10
H -1.39762 -1.18054 -0.52771 -0.06 0.23 0.39
H -2.82844 4.44922 3.96390 -0.02 0.05 -0.24
H -2.23003 5.40306 2.58878 -0.04 0.02 0.14
H 6.52570 -4.42607 2.03450 -0.12 -0.02 0.02
H 5.18554 -3.09597 -3.09239 0.14 -0.05 0.18
H -4.37339 5.80917 -0.65393 -0.14 -0.06 0.00
```
Forces are in eV/Å.

## Properties
* LUMO level: 0.004 Ha
* ΔE to the lowest compared entry with this formula, charge and spin: 0.0 kJ/mol

Number 1: E_tot -573.30525 a.u.. Number 2: E_tot -450.21666 a.u.. Number 3: E_tot -588.26621 a.u.. Number 4: E_tot -764.39059 a.u.. Number 5: E_tot -2291.25554 a.u.. Number 6: E_tot -1385.21053 a.u..